The following is a DFT calculation (ωB97M-V/def2-TZVPD) of C59H136N11O13Pd as an isolated structure at a distorted geometry.

Atoms and positions in Å:
Pd1 9.49188 14.89098 -24.78670
C1 11.24133 18.11536 -22.90476
C2 11.82977 16.70858 -22.74197
C3 12.18907 16.37102 -21.26465
O1 11.21739 15.74433 -23.58448
H1 11.95372 18.83479 -22.50103
H2 10.34161 18.31955 -22.32431
H3 11.16823 18.47903 -23.92969
H4 12.74328 17.07294 -23.21191
H5 12.65248 17.18001 -20.69995
H6 12.65051 15.40840 -21.04434
H7 11.22531 16.30307 -20.76003
C4 13.27551 17.21755 -13.44409
O2 13.52539 16.32580 -14.54126
C5 13.01813 16.82875 -15.83520
C6 12.70633 15.62691 -16.75340
N1 13.84568 14.89799 -17.35226
C7 14.62161 15.65208 -18.36878
C8 15.82447 14.71743 -18.81846
O3 16.88692 14.77342 -17.85461
C9 18.09115 14.06033 -18.18304
H8 13.49772 18.25982 -13.67299
H9 13.87554 16.91405 -12.58621
H10 12.22409 17.11534 -13.17545
H11 13.83103 17.48232 -16.15167
H12 12.12129 17.43706 -15.71801
H13 12.23374 16.08762 -17.62087
H14 11.97444 14.92620 -16.35160
H15 14.49636 14.75856 -16.59248
H16 14.83823 16.66626 -18.03319
H17 13.91701 15.87501 -19.16999
H18 16.24474 15.12694 -19.73703
H19 15.54570 13.68309 -19.01980
H20 18.51195 14.59518 -19.03448
H21 17.88086 13.03375 -18.48306
H22 18.87637 14.04476 -17.42720
C10 17.09380 12.12279 -22.21472
O4 16.38765 13.30478 -22.52421
C11 14.99625 13.32156 -22.02628
C12 13.93202 12.73214 -22.95693
N2 12.47624 12.93724 -22.71733
C13 12.12395 12.47053 -21.41822
C14 10.58707 12.53732 -21.23332
O5 9.83296 11.83090 -22.24441
C15 9.91265 10.37208 -22.15038
H23 16.84542 11.18140 -22.70479
H24 16.98569 11.93020 -21.14733
H25 18.12344 12.33829 -22.50021
H26 14.67570 14.36235 -21.98044
H27 14.91491 12.93262 -21.01129
H28 14.21370 11.69688 -23.14926
H29 14.02685 13.21932 -23.92738
H30 12.20454 13.89950 -22.85990
H31 12.59655 13.21977 -20.78310
H32 12.57745 11.50712 -21.18522
H33 10.19688 13.53092 -21.45382
H34 10.29575 12.37934 -20.19492
H35 9.34535 10.05644 -23.02596
H36 9.53011 9.98849 -21.20454
H37 10.96370 10.09677 -22.23755
C16 12.46737 9.75075 -27.42600
O6 11.76799 10.93050 -27.18904
C17 12.09433 11.59529 -25.96353
C18 11.24912 12.88059 -25.83132
N3 10.15510 12.81755 -24.87435
C19 9.06982 12.09805 -25.49686
C20 8.25554 12.75993 -26.56669
O7 7.96734 14.03729 -26.14895
C21 7.19254 14.73236 -27.14730
H38 13.55334 9.82079 -27.36380
H39 12.26178 9.30986 -28.40142
H40 12.15299 8.98235 -26.71973
H41 13.15483 11.84362 -25.92129
H42 11.72505 10.94453 -25.17091
H43 10.78594 13.20491 -26.76319
H44 11.93337 13.68967 -25.57579
H45 10.57021 12.19354 -24.19731
H46 8.43678 11.99049 -24.61606
H47 9.53438 11.13779 -25.72086
H48 7.33333 12.19158 -26.68748
H49 8.66272 12.64293 -27.57099
H50 6.66810 15.60356 -26.75477
H51 6.30788 14.23576 -27.54586
H52 7.83547 15.20318 -27.89099
C22 15.48723 22.74151 -25.35753
C23 13.99169 23.24574 -25.51931
C24 13.13626 22.04191 -25.97078
C25 13.08902 20.96579 -24.87746
C26 12.51817 21.58110 -23.61941
C27 13.13884 22.90894 -23.14731
N4 13.31639 23.82060 -24.32360
O8 13.79452 25.06530 -23.97310
C28 12.16829 23.61114 -22.17241
C29 14.46359 22.68274 -22.29556
C30 13.91984 24.21015 -26.67549
H53 16.06499 23.20201 -24.55614
H54 16.08672 22.90159 -26.25367
H55 15.62011 21.66664 -25.23468
H56 12.16566 22.49026 -26.18298
H57 13.52095 21.67751 -26.92331
H58 14.11960 20.64741 -24.72048
H59 12.54771 20.10610 -25.27245
H60 12.46316 20.82710 -22.83419
H61 11.44571 21.64186 -23.80442
H62 11.25912 23.84286 -22.72722
H63 11.69982 22.98041 -21.41689
H64 12.47023 24.58104 -21.77717
H65 15.24265 22.09482 -22.78086
H66 14.97765 23.62674 -22.11473
H67 14.24671 22.21693 -21.33427
H68 13.93299 23.78421 -27.67874
H69 14.79184 24.86367 -26.70047
H70 12.97424 24.75195 -26.65585
H71 13.17892 25.67806 -24.38193
C31 7.82792 15.12382 -19.85560
C32 8.06199 15.35371 -18.35800
C33 6.71362 15.99384 -17.87944
C34 6.52020 16.14498 -16.35565
C35 6.73410 14.77465 -15.68581
C36 7.99793 14.02657 -16.13702
N5 8.22761 14.12552 -17.64106
O9 9.33703 13.28890 -18.05853
C37 9.16030 14.47816 -15.27474
C38 7.87010 12.51795 -15.72457
C39 9.17612 16.39923 -18.22375
H72 7.13398 14.30225 -20.03332
H73 8.78554 14.89204 -20.32180
H74 7.52092 16.03013 -20.37757
H75 6.68182 17.01222 -18.26672
H76 5.79729 15.50628 -18.21219
H77 5.50316 16.46673 -16.13158
H78 7.21139 16.80844 -15.83587
H79 5.80018 14.28511 -15.96192
H80 6.82012 14.87723 -14.60407
H81 10.03590 13.96870 -15.67708
H82 9.33553 15.54510 -15.41274
H83 9.10692 14.23345 -14.21390
H84 8.73425 11.89242 -15.94831
H85 7.75561 12.39587 -14.64749
H86 7.02509 12.02606 -16.20635
H87 10.09965 15.94014 -18.57650
H88 9.44741 16.84154 -17.26517
H89 8.90109 17.27973 -18.80442
H90 10.08766 13.81415 -17.77172
C40 11.02669 20.46255 -14.87155
C41 10.15554 21.40380 -15.82569
C42 11.00195 22.69432 -16.24693
C43 12.13308 22.37234 -17.21487
C44 11.51919 21.72936 -18.52204
C45 10.69191 20.48662 -18.24007
N6 9.74982 20.70898 -17.05427
O10 9.00267 19.54393 -16.79957
C46 9.90700 20.28740 -19.56430
C47 11.61983 19.33467 -18.08951
C48 8.95164 21.91927 -15.07764
H91 11.29426 20.87379 -13.89821
H92 11.95073 20.03550 -15.26126
H93 10.47641 19.52616 -14.77942
H94 10.29641 23.41184 -16.66582
H95 11.41123 23.35608 -15.48361
H96 12.91796 21.71113 -16.84763
H97 12.69678 23.26331 -17.49149
H98 12.37160 21.56191 -19.18040
H99 10.91373 22.45368 -19.06690
H100 9.20128 21.09347 -19.76506
H101 10.51235 20.30464 -20.47059
H102 9.33572 19.35929 -19.58288
H103 11.93675 19.22854 -19.12700
H104 12.43971 19.47039 -17.38419
H105 11.17575 18.36912 -17.84742
H106 9.38742 22.26084 -14.13875
H107 8.34059 21.05303 -14.82395
H108 8.19877 22.56369 -15.53152
H109 8.16615 19.81183 -17.18696
C49 18.61941 17.49061 -22.22058
C50 17.73585 18.71003 -22.48543
C51 16.27115 18.26294 -22.75018
C52 15.52391 17.97403 -21.43630
C53 15.60788 19.23433 -20.47800
C54 17.02536 19.61127 -20.18374
N7 17.81984 19.71623 -21.42656
O11 19.18711 20.09466 -21.15415
C55 16.89699 21.12911 -19.70356
C56 17.55922 18.65983 -19.08497
C57 18.25080 19.22472 -23.79964
H110 18.30942 16.68707 -22.88865
H111 18.44683 17.05089 -21.23825
H112 19.69237 17.66822 -22.29335
H113 15.69042 19.06111 -23.21254
H114 16.21330 17.41814 -23.43652
H115 15.98065 17.09538 -20.98082
H116 14.49660 17.71746 -21.69497
H117 15.07917 19.08497 -19.53659
H118 15.02369 20.04405 -20.91525
H119 16.03521 21.31493 -19.06254
H120 17.75347 21.41358 -19.09231
H121 16.74649 21.93893 -20.41744
H122 18.50568 19.09285 -18.76122
H123 16.96219 18.56279 -18.17820
H124 17.80914 17.72892 -19.59392
H125 18.24892 18.52803 -24.63792
H126 19.33302 19.35420 -23.81130
H127 17.79401 20.13632 -24.18491
H128 19.19273 20.99896 -21.47637
C58 7.70905 17.74177 -24.69622
O12 8.15556 16.65535 -25.05806
N8 6.43355 17.99049 -24.84449
N9 8.38286 18.82307 -24.38325
H129 5.78306 17.29802 -25.18719
H130 6.06957 18.67569 -24.19787
H131 7.84518 19.61239 -24.05464
H132 9.38830 18.91603 -24.40654
C59 11.32263 16.08084 -27.32513
O13 10.38215 15.46706 -26.92613
N10 12.32203 16.54402 -26.58485
N11 11.44903 16.37861 -28.56264
H133 12.42155 16.36525 -25.59579
H134 12.98018 17.15371 -27.04875
H135 12.08429 17.14638 -28.72717
H136 10.76486 16.03956 -29.22374

Lowest unoccupied orbital energy (alpha / beta), eV: -2.0 / -4.2
⟨S²⟩: 2.0038
Charge: +1
2S+1: 3
HOMO-LUMO gap (alpha / beta), eV: 7.7 / 5.5